Here is a structure of composition C38H41N6O2SbW from the Open Molecules 2025 dataset. Energies are from ωB97M-V/def2-TZVPD.

Summary:
E_LUMO (alpha / beta): -7.47 / -8.26 eV
Gap between HOMO and LUMO (alpha / beta): 5.7 / 4.9 eV
Multiplicity: 3
Relative energy (zero: lowest compared OMol25 entry of this formula, charge and spin): 121.6 kcal per mole
Total charge: +2
HOMO energy (alpha / beta): -13.130 / -13.173 eV

Structure (XYZ):
```
89
C38H41N6O2SbW (ωB97M-V/def2-TZVPD)
W -1.02100 -0.41173 -0.83663
O -2.92520 -4.43178 0.68887
C -3.42896 -3.58670 1.58122
C -4.05962 -4.13358 2.70292
C -4.58085 -3.33492 3.69286
C -4.53527 -1.94245 3.58046
C -3.93958 -1.37633 2.48846
C -3.34974 -2.17137 1.47654
C -2.71907 -1.52876 0.36696
O -2.58690 -0.20966 0.27820
N -2.10689 -2.23029 -0.62327
N -2.06902 -1.65974 -1.90186
C -2.92384 -0.61160 -2.18267
C -2.25089 0.22181 -3.17806
C -2.53197 0.41925 -4.50111
C -1.50491 0.96863 -5.33162
C -0.24762 1.10047 -4.86622
C 0.08288 0.74382 -3.45166
N -1.07359 0.68249 -2.58340
H -2.53267 -3.97985 -0.08205
H -4.11753 -5.20822 2.75817
H -5.04248 -3.78830 4.55647
H -4.97583 -1.32287 4.34440
H -3.93776 -0.30631 2.35656
H -4.00438 -0.73451 -2.04281
H -3.47342 0.10912 -4.92444
H -1.74159 1.20982 -6.35655
H 0.55290 1.44457 -5.49960
H 0.82811 1.43902 -3.03133
N 8.12222 -5.01658 1.19259
C 7.12221 -4.51916 0.94650
C 5.89010 -3.88761 0.64539
C 5.83375 -2.49855 0.53916
C 4.63662 -1.87874 0.24180
C 3.47494 -2.63226 0.07675
C 3.53541 -4.01952 0.19521
C 4.73572 -4.64929 0.46117
C 2.18060 -1.97517 -0.19914
C 1.91589 -1.45649 -1.46614
C 2.80663 -1.40447 -2.59743
C 2.11470 -0.96186 -3.66432
C 0.70749 -0.72877 -3.26118
N 0.66896 -0.98801 -1.81881
C 1.22795 -1.89706 0.84343
C 1.29670 -2.44898 2.13436
C 0.23520 -1.92390 2.86321
C -0.44086 -1.06429 2.01537
N 0.11094 -1.04862 0.75920
H 6.73189 -1.91766 0.68969
H 4.59219 -0.80158 0.17068
H 2.63459 -4.60102 0.06562
H 4.78565 -5.72512 0.52312
H 3.84294 -1.67913 -2.55453
H 2.47825 -0.80361 -4.66187
H 0.00207 -1.39580 -3.78986
H 2.03010 -3.15091 2.47386
H -0.02456 -2.12731 3.88329
H -1.27345 -0.42140 2.26679
C 0.48379 4.89937 -0.81596
C -0.31177 3.71305 -1.31677
C -1.68618 4.07312 -1.86257
Sb -0.61688 2.06280 0.19665
C 1.38011 1.92532 1.22370
C 2.40138 1.72670 0.11007
C 1.72570 3.06762 2.15464
C -2.05591 3.02604 1.68167
C -1.72477 4.48571 1.90840
C -2.07878 2.23128 2.97712
H 0.56000 5.63450 -1.61494
H 1.49179 4.60727 -0.54005
H 0.02099 5.37839 0.03674
H 0.26437 3.22208 -2.10956
H -2.30857 4.54543 -1.10485
H -2.19527 3.18151 -2.24292
H -1.57737 4.77101 -2.68994
H 1.29571 0.99878 1.80646
H 2.54730 2.64259 -0.46145
H 2.09112 0.91977 -0.57111
H 3.36026 1.45458 0.54741
H 1.73849 4.02135 1.63910
H 2.71585 2.89357 2.57268
H 1.02134 3.12602 2.97935
H -3.02334 2.93958 1.17079
H -0.70749 4.61627 2.26145
H -2.39688 4.88447 2.66616
H -1.86537 5.06865 1.00435
H -1.08524 2.12926 3.41268
H -2.51937 1.24608 2.83345
H -2.70319 2.76065 3.69454
```


Here is a structure of composition C38H42ClMoN3O4PSe from the Open Molecules 2025 dataset. Energies are from ωB97M-V/def2-TZVPD.

Summary:
E_LUMO (alpha / beta): -3.94 / -3.94 eV
Gap between HOMO and LUMO (alpha / beta): 5.8 / 5.8 eV
Relative energy (zero: lowest compared OMol25 entry of this formula, charge and spin): 0.0 kcal per mole
Total charge: +1
HOMO energy (alpha / beta): -9.771 / -9.770 eV

Structure (XYZ):
```
91
C38H42ClMoN3O4PSe (ωB97M-V/def2-TZVPD)
Mo -0.11247 -0.94671 0.32511
Cl 4.85807 -1.26518 5.82931
C 3.52395 -1.21795 4.73485
C 2.22062 -1.30170 5.23021
C 1.13897 -1.26202 4.37523
C 1.33795 -1.14486 2.99990
O 0.27760 -1.12031 2.19155
C 2.64954 -1.06216 2.50133
C 2.90456 -0.93654 1.09042
O 2.04123 -0.89786 0.21259
C 3.73941 -1.09865 3.38365
H 2.06719 -1.39754 6.29664
H 0.12764 -1.33095 4.75348
H 3.95164 -0.87111 0.77285
H 4.74841 -1.03375 2.99595
C 6.07244 3.27653 -6.98133
O 5.80482 2.99578 -5.61538
C 4.80605 3.67739 -5.01459
C 4.01550 4.63536 -5.64170
C 3.02972 5.28846 -4.91488
C 2.78236 4.95160 -3.59482
C 3.59843 4.01322 -2.95938
C 4.60360 3.38839 -3.66143
N 1.77080 5.70961 -2.92081
N 0.91699 5.19150 -2.18890
C 0.72998 3.77637 -2.07562
C 0.45230 2.97088 -3.15174
C 0.11855 1.61052 -2.99769
C 0.07254 1.06711 -1.74199
O -0.24236 -0.20486 -1.45287
C 0.32178 1.88901 -0.62245
N 0.19037 1.27349 0.58285
C 0.37918 1.98663 1.67582
C 0.69425 3.35341 1.63661
C 0.81678 3.98808 0.42713
C 0.63135 3.24979 -0.76012
H 6.89810 2.63089 -7.26335
H 6.36421 4.31992 -7.11853
H 5.20585 3.05153 -7.60694
H 4.17112 4.89752 -6.67731
H 2.43180 6.06283 -5.37790
H 3.46407 3.79290 -1.90866
H 5.25967 2.67201 -3.18565
H 0.49628 3.38928 -4.14851
H -0.09224 0.99473 -3.86140
H 0.27182 1.46981 2.62225
H 0.82666 3.88865 2.56587
H 1.04052 5.04520 0.36733
C -3.81792 -2.92441 -0.48620
C -3.82598 -1.40646 -0.30430
C -3.63284 -0.74888 -1.67298
P -2.58812 -0.86877 0.95715
C -2.93393 0.91011 1.37285
C -4.22325 1.22329 2.13248
C -2.82781 1.83842 0.15754
C -3.03293 -1.72330 2.55133
C -2.30332 -3.03685 2.82484
C -4.53907 -1.93633 2.75357
H -4.67906 -3.21102 -1.09235
H -3.86550 -3.48063 0.44633
H -2.91592 -3.22721 -1.01465
H -4.79102 -1.10079 0.11438
H -2.61179 -0.88752 -2.03357
H -3.86416 0.31202 -1.67477
H -4.30078 -1.23258 -2.38769
H -2.09856 1.13139 2.04597
H -5.10675 0.94303 1.55636
H -4.27644 2.30174 2.29506
H -4.27362 0.74287 3.10745
H -3.80340 1.94757 -0.31699
H -2.13268 1.48764 -0.60289
H -2.51081 2.83355 0.47636
H -2.68941 -0.98997 3.29168
H -2.59861 -3.82118 2.12708
H -2.56313 -3.38061 3.82881
H -1.22537 -2.93578 2.77134
H -4.90696 -2.75663 2.14024
H -5.14528 -1.06111 2.54143
H -4.71269 -2.21556 3.79439
Se -0.11693 -3.11288 -0.98400
C -0.30443 -4.50286 0.32623
C 0.54312 -4.55556 1.42864
C 0.43501 -5.59023 2.34570
C -0.50798 -6.59122 2.15838
C -1.32568 -6.56488 1.03708
C -1.22247 -5.52855 0.11973
H 1.30048 -3.79157 1.56193
H 1.09580 -5.62043 3.20284
H -0.58935 -7.40103 2.87109
H -2.03981 -7.36044 0.86778
H -1.84819 -5.52266 -0.76264
```


Here is a cluster of 6 separate species, C38H42F5NO3S3 in total from the Open Molecules 2025 dataset. Energies are from ωB97M-V/def2-TZVPD.

Summary:
E_LUMO: 0.25 eV
Gap between HOMO and LUMO: 8.7 eV
Total charge: 0
HOMO energy: -8.486 eV

Structure (XYZ):
```
92
C38H42F5NO3S3 (ωB97M-V/def2-TZVPD)
C 4.33313 2.02636 1.16902
C 2.95634 2.54152 1.59889
N 2.51341 3.74625 0.83775
C 2.11209 4.84706 1.73205
C 2.10538 6.22219 1.05800
C 1.68245 3.43208 -0.20922
S 2.07000 2.25299 -1.29044
S 0.18123 4.39226 -0.33281
C -0.92028 3.22089 -1.16137
C -1.51915 2.16554 -0.23441
C -1.94171 2.67535 1.13149
O -2.76903 1.69543 1.80416
S -1.92069 0.66766 2.72130
O -1.43628 -0.40782 1.87186
O -3.21681 0.07690 3.46773
H 4.21908 1.20683 0.46222
H 4.84015 2.83024 0.64384
H 4.92191 1.69213 2.02306
H 2.20223 1.75637 1.51337
H 2.98298 2.83135 2.64887
H 2.87245 4.86548 2.51058
H 1.15704 4.63157 2.22668
H 2.69905 6.19449 0.14289
H 2.54608 6.96471 1.72300
H 1.10207 6.55503 0.80259
H -0.32253 2.72495 -1.92186
H -1.68870 3.82586 -1.64313
H -2.41232 1.76072 -0.71772
H -0.80901 1.34272 -0.12770
H -2.55684 3.57185 1.04858
H -1.08309 2.90430 1.76919
H -3.38497 -0.78752 3.04139
F -1.59550 1.89277 -3.72009
C -1.61132 0.60093 -4.11847
C -2.31849 0.26149 -5.25301
C -2.32523 -1.06913 -5.64796
C -1.63881 -2.02485 -4.91150
C -0.93738 -1.65001 -3.77340
C -0.91579 -0.32370 -3.36632
H -2.84814 1.02453 -5.80668
H -2.87038 -1.35785 -6.53694
H -1.64995 -3.06014 -5.22456
H -0.40211 -2.39194 -3.19580
H -0.36955 -0.00529 -2.48772
F -6.97693 -5.69017 4.32698
C -6.07438 -4.89539 3.71002
C -6.51722 -4.00917 2.75013
C -5.58068 -3.19791 2.12542
C -4.23735 -3.29037 2.46391
C -3.82350 -4.19217 3.43557
C -4.74735 -5.00766 4.07260
H -7.56881 -3.96243 2.50314
H -5.90351 -2.49220 1.37136
H -3.50691 -2.66657 1.96033
H -2.77650 -4.26386 3.69874
H -4.45618 -5.71587 4.83690
F 6.62020 3.88020 -0.05178
C 6.72980 4.24655 -1.34854
C 5.57106 4.32968 -2.09641
C 5.67381 4.69923 -3.42865
C 6.91714 4.97332 -3.98530
C 8.06259 4.88059 -3.20719
C 7.97775 4.51444 -1.86943
H 4.61624 4.09932 -1.63930
H 4.78088 4.76763 -4.03594
H 6.99005 5.25318 -5.02764
H 9.03162 5.08916 -3.64159
H 8.85410 4.43624 -1.24071
F 5.25450 3.83844 -6.64313
C 5.23057 2.49596 -6.47485
C 4.32987 1.75512 -7.21226
C 4.31180 0.37837 -7.03855
C 5.17831 -0.22852 -6.13986
C 6.07046 0.54528 -5.41022
C 6.10481 1.92300 -5.57431
H 3.66214 2.25169 -7.90283
H 3.61524 -0.22115 -7.60970
H 5.15612 -1.30177 -6.00714
H 6.74350 0.07785 -4.70359
H 6.79394 2.54194 -5.01863
F -4.89076 -7.28370 7.29237
C -5.95885 -8.07037 7.55724
C -5.82469 -9.07764 8.49064
C -6.92644 -9.87924 8.75488
C -8.12579 -9.66849 8.08843
C -8.22689 -8.64755 7.15296
C -7.13728 -7.83254 6.88060
H -4.87834 -9.22480 8.99269
H -6.84444 -10.67253 9.48620
H -8.97935 -10.29902 8.29788
H -9.15871 -8.48164 6.62856
H -7.18865 -7.02701 6.16255
```


Here is a structure of composition C38H42N6O4SW from the Open Molecules 2025 dataset. Energies are from ωB97M-V/def2-TZVPD.

Summary:
E_LUMO (alpha / beta): 0.10 / 0.10 eV
Gap between HOMO and LUMO (alpha / beta): 6.1 / 6.2 eV
Relative energy (zero: lowest compared OMol25 entry of this formula, charge and spin): 12.2 kcal per mole
Total charge: 0
HOMO energy (alpha / beta): -6.046 / -6.048 eV

Structure (XYZ):
```
92
C38H42N6O4SW (ωB97M-V/def2-TZVPD)
W -0.33681 0.43645 -0.04750
C 5.45234 -3.35376 -0.23162
C 4.02344 -3.62327 0.26371
C 3.10183 -3.73266 -0.95165
C 3.98936 -4.96045 1.01833
C 3.60010 -2.49264 1.20450
C 4.32877 -2.25378 2.38494
C 3.98258 -1.25828 3.27817
C 2.87754 -0.46245 2.98294
S 2.15133 0.82563 3.90743
C 0.94381 1.01980 2.67069
N 1.07543 0.20549 1.64580
C 2.15829 -0.66525 1.80848
C 2.51221 -1.68620 0.92755
C -0.16466 1.93786 2.66533
C -0.47483 2.77218 3.74670
C -1.63970 3.50493 3.71210
C -2.48524 3.38262 2.59706
C -2.16128 2.57219 1.53184
C -0.96418 1.81570 1.49065
H 5.76541 -4.14049 -0.92249
H 6.16751 -3.32678 0.59352
H 5.50148 -2.39659 -0.75725
H 3.44270 -4.54783 -1.59374
H 3.10607 -2.81524 -1.54721
H 2.06928 -3.95072 -0.66795
H 4.31443 -5.76906 0.35881
H 2.97551 -5.18413 1.35902
H 4.64706 -4.95092 1.88998
H 5.18840 -2.87273 2.61421
H 4.55477 -1.10616 4.18503
H 1.92351 -1.82640 0.03147
H 0.18072 2.82378 4.61112
H -1.90850 4.15462 4.53549
H -3.40970 3.95077 2.57479
H -2.84480 2.53183 0.69102
C -2.24327 -0.66566 3.27176
C -1.97500 -1.55040 2.10675
N -1.30580 -1.27326 0.99857
C -1.31329 -2.42566 0.23066
C -1.99209 -3.39970 0.88517
N -2.39978 -2.82477 2.05420
C -2.33903 -4.82018 0.61090
O -1.92151 -5.33652 -0.51729
O -2.98147 -5.43128 1.43395
C -0.60231 -2.42540 -1.07679
O -0.59683 -3.43495 -1.78217
O -0.03489 -1.31870 -1.35960
H -2.12708 0.37545 2.99559
H -1.54944 -0.89003 4.08483
H -3.26055 -0.82303 3.63501
H -2.93930 -3.32253 2.74764
H -1.40354 -4.66846 -1.07377
N 3.49556 1.74496 -1.37026
C 3.22338 0.96744 -2.47958
C 2.03342 0.37325 -2.22462
N 1.59008 0.77922 -0.97655
C 2.48996 1.61058 -0.50044
H 4.30411 2.32722 -1.23558
H 3.88374 0.91207 -3.32635
H 1.46127 -0.31798 -2.81700
H 2.43303 2.11992 0.44763
C -4.09950 -0.00453 -0.41652
C -3.93939 0.33882 -1.89902
C -3.10676 -0.69185 -2.67174
C -3.47031 1.76572 -2.13634
C -4.37878 2.60836 -2.77275
C -4.06674 3.91210 -3.10171
C -2.79974 4.37941 -2.81019
C -1.85214 3.58345 -2.17402
C -0.47092 4.19090 -2.00157
C 0.00195 4.32748 -0.54964
C 0.56532 3.48140 -2.87587
C -2.18133 2.25701 -1.80455
N -1.26434 1.46622 -1.11618
H -4.53316 -1.00308 -0.30894
H -4.76222 0.70939 0.07819
H -3.14538 0.00926 0.09781
H -4.94399 0.29486 -2.32171
H -2.08302 -0.71558 -2.31490
H -3.08775 -0.44668 -3.73547
H -3.53962 -1.69130 -2.56318
H -5.36131 2.22003 -3.01567
H -4.79578 4.55028 -3.58752
H -2.53255 5.39379 -3.08307
H -0.55575 5.20634 -2.39185
H 0.29546 3.36342 -0.13670
H -0.78870 4.72628 0.08928
H 0.85223 5.01474 -0.50906
H 0.68564 2.45234 -2.55383
H 1.53473 3.98734 -2.81530
H 0.25030 3.47445 -3.92192
```


Here is a structure of composition C38H42N6OPt from the Open Molecules 2025 dataset. Energies are from ωB97M-V/def2-TZVPD.

Summary:
E_LUMO: -12.34 eV
Gap between HOMO and LUMO: 7.7 eV
Relative energy (zero: lowest compared OMol25 entry of this formula, charge and spin): 0.0 kcal per mole
Total charge: +4
HOMO energy: -20.022 eV

Structure (XYZ):
```
88
C38H42N6OPt (ωB97M-V/def2-TZVPD)
Pt -1.12839 -0.82656 -0.78665
C -0.68524 -4.66558 4.70533
C 0.53878 -4.76587 3.77042
C 0.66538 -6.21053 3.27374
C 1.81761 -4.40351 4.54835
C 0.32925 -3.78988 2.64151
C 0.31650 -2.40597 2.88253
C 0.05951 -1.52386 1.86395
N -0.15043 -1.94928 0.60015
C -0.09862 -3.27270 0.32229
C 0.11425 -4.19898 1.31629
C -0.20660 -3.55004 -1.12295
C 0.12111 -4.73969 -1.72276
C 0.15327 -4.86247 -3.12313
C -0.13163 -3.70154 -3.84853
C -0.48980 -2.53802 -3.20381
N -0.56110 -2.46240 -1.86446
C 0.48450 -6.18195 -3.77091
C 1.82692 -6.71544 -3.24442
C -0.64529 -7.16805 -3.38489
C 0.54088 -6.08442 -5.29674
H -0.55416 -5.36171 5.53224
H -1.60854 -4.92567 4.18343
H -0.79607 -3.66458 5.12644
H 0.87707 -6.85888 4.12200
H 1.49288 -6.32781 2.57033
H -0.26135 -6.57524 2.82358
H 1.91953 -5.08218 5.39308
H 1.79368 -3.38913 4.94912
H 2.70700 -4.49556 3.92352
H 0.49648 -2.01454 3.87395
H 0.04095 -0.45508 2.02944
H 0.12665 -5.25044 1.06685
H 0.37963 -5.58809 -1.10420
H -0.07393 -3.69195 -4.92738
H -0.71674 -1.64665 -3.76837
H 1.84986 -6.81036 -2.15758
H 2.65707 -6.07207 -3.54154
H 2.00529 -7.70226 -3.66794
H -0.70908 -7.30915 -2.30357
H -0.43001 -8.13763 -3.83060
H -1.61441 -6.82788 -3.75345
H 1.35411 -5.43668 -5.63298
H -0.40305 -5.74402 -5.72599
H 0.74481 -7.07095 -5.70961
C 2.78805 0.08355 -2.47219
C 1.35985 0.41785 -2.21296
O 0.76774 -0.19386 -1.26077
N 0.75572 1.31764 -2.96448
C -0.50975 1.92492 -2.57422
C -1.72816 1.20755 -3.08223
C -2.47998 1.71846 -4.12368
C -3.61805 1.05214 -4.55412
C -3.96983 -0.13593 -3.93112
C -3.17712 -0.61021 -2.91011
N -2.07471 0.04434 -2.47773
H 3.23960 -0.32306 -1.57067
H 3.34554 0.95902 -2.80114
H 2.84267 -0.67725 -3.25587
H 1.25266 1.68763 -3.76523
H -0.51688 2.96519 -2.89194
H -0.53186 1.91082 -1.49481
H -2.17340 2.64408 -4.59368
H -4.21533 1.44983 -5.36517
H -4.84244 -0.69651 -4.23751
H -3.41026 -1.54599 -2.42418
C -2.01483 3.02404 1.12220
C -1.28345 1.92369 0.66949
N -1.87224 0.77787 0.33605
C -3.21330 0.65426 0.53983
C -4.01663 1.69714 0.99609
C -3.38346 2.93292 1.24230
C -5.40744 1.42899 1.24799
C -5.90746 0.17694 1.12594
C -5.07810 -0.91029 0.68118
C -5.50259 -2.24917 0.57241
C -4.60206 -3.21451 0.17987
C -3.29693 -2.85760 -0.15941
N -2.88867 -1.59019 -0.10640
C -3.75594 -0.63546 0.33822
H -1.48736 3.93067 1.38620
H -0.20220 1.96492 0.61320
H -3.96770 3.79113 1.55333
H -6.03930 2.24480 1.57552
H -6.93993 -0.02893 1.37816
H -6.52488 -2.51507 0.81500
H -4.89134 -4.25482 0.12217
H -2.59471 -3.60390 -0.49423
```


The following max |F| values (in eV/A) correspond, in order, to the records above: 4.5, 0.8, 1.4, 1.6, 1.3.
The following energy values (in eV) correspond, in order, to the records above: -61451.1997, -141756.3820, -93811.9618, -69884.4022, -54288.0321.